Entry 1:
{
  "formula": "C27H53B2BrFN6O4",
  "method": "ωB97M-V/def2-TZVPD",
  "lumo_ev": -3.947,
  "charge": 1,
  "e_homo_ev": -10.1,
  "homo_lumo_gap_ev": 6.165,
  "max_force_ev_per_a": 19.738,
  "total_energy_ha": -4412.93200,
  "symbols": ["C", "C", "C", "C", "C", "C", "C", "C", "C", "C", "C", "B", "O", "O", "C", "C", "C", "C", "C", "Br", "N", "C", "F", "C", "C", "C", "N", "N", "C", "B", "O", "O", "H", "H", "H", "H", "H", "H", "H", "H", "H", "H", "H", "H", "H", "H", "H", "H", "H", "H", "H", "H", "H", "H", "H", "H", "H", "H", "H", "H", "H", "H", "H", "H", "H", "H", "H", "H", "H", "H", "H", "H", "H", "H", "H", "H", "C", "C", "N", "H", "H", "H", "C", "C", "N", "H", "H", "H", "C", "C", "N", "H", "H", "H"],
  "xyz": [[5.78, 0.08, 0.86], [4.94, -0.75, -0.30], [4.17, 0.29, -1.36], [3.10, -0.54, -2.32], [1.70, -0.67, -1.44], [0.47, -1.38, -2.26], [0.17, -2.83, -1.55], [-1.23, -2.86, -0.69], [-1.20, -1.90, 0.68], [-1.93, -0.50, 0.26], [-2.33, 0.49, 1.50], [-2.84, -0.13, 2.94], [-3.80, -1.29, 3.08], [-2.34, 0.41, 4.25], [-1.70, -0.78, 4.90], [-1.16, 1.68, 1.55], [0.14, 1.53, 2.53], [1.59, 1.45, 1.76], [2.58, 2.57, 2.50], [2.39, -0.35, 2.24], [-1.50, 2.72, 0.67], [-0.71, 3.98, 0.37], [0.06, 4.52, 1.51], [0.19, 3.66, -0.98], [1.67, 4.36, -1.00], [-2.85, 2.51, -0.04], [-3.85, 3.69, 0.01], [-2.84, 2.20, -1.52], [-3.55, 1.47, 1.02], [-5.04, 0.86, 0.70], [-5.42, 0.26, -0.63], [-6.09, 0.88, 1.75], [6.88, -0.36, 0.87], [5.80, 1.25, 0.63], [5.33, -0.04, 1.94], [5.72, -1.42, -0.87], [4.12, -1.47, 0.14], [3.56, 1.08, -0.72], [5.01, 0.82, -2.02], [2.89, 0.11, -3.28], [3.53, -1.59, -2.62], [1.37, 0.43, -1.20], [1.97, -1.31, -0.50], [0.83, -1.60, -3.35], [-0.49, -0.69, -2.32], [1.04, -3.25, -0.89], [0.03, -3.61, -2.44], [-1.34, -3.98, -0.29], [-2.18, -2.67, -1.36], [-1.74, -2.53, 1.50], [-0.05, -1.75, 0.97], [-2.80, -0.77, -0.47], [-1.14, 0.10, -0.40], [-3.26, -2.15, 3.01], [-1.09, -1.35, 4.05], [-0.95, -0.50, 5.74], [-2.48, -1.55, 5.32], [0.09, 0.62, 3.28], [0.17, 2.51, 3.20], [1.48, 1.63, 0.61], [2.50, 3.63, 2.02], [3.69, 2.14, 2.35], [2.36, 2.66, 3.65], [-1.47, 4.84, 0.05], [0.21, 2.48, -1.18], [-0.41, 4.11, -1.91], [2.17, 4.51, 0.05], [1.64, 5.35, -1.62], [2.39, 3.62, -1.60], [-3.51, 4.42, 0.69], [-3.99, 4.10, -0.94], [-2.21, 1.41, -1.77], [-2.41, 3.04, -2.01], [-3.77, 2.16, 1.96], [-5.82, -0.65, -0.41], [-5.90, 0.11, 2.37], [1.14, -6.91, -2.40], [0.48, -6.57, -1.07], [-0.07, -6.28, 0.03], [0.42, -6.77, -3.21], [2.00, -6.27, -2.56], [1.46, -7.96, -2.39], [1.54, 8.72, 0.00], [1.44, 7.22, -0.21], [1.35, 5.97, -0.39], [2.29, 8.93, 0.77], [1.84, 9.20, -0.93], [0.58, 9.12, 0.31], [-2.32, -9.64, -3.13], [-0.81, -9.68, -3.33], [0.44, -9.72, -3.49], [-2.78, -10.53, -3.56], [-2.55, -9.61, -2.06], [-2.73, -8.75, -3.61]]
}

***

Entry 2:
{
  "formula": "C18H48FFeO6",
  "method": "ωB97M-V/def2-TZVPD",
  "lumo_ev": [-8.984, -11.513],
  "charge": 2,
  "e_homo_ev": [-13.4, -13.3],
  "homo_lumo_gap_ev": [4.412, 1.751],
  "max_force_ev_per_a": 4.435,
  "spin_multiplicity": 6,
  "total_energy_ha": -2528.60416,
  "s2": 8.839,
  "symbols": ["Fe", "F", "C", "C", "C", "O", "H", "H", "H", "H", "H", "H", "H", "H", "C", "C", "C", "O", "H", "H", "H", "H", "H", "H", "H", "H", "C", "C", "C", "O", "H", "H", "H", "H", "H", "H", "H", "H", "C", "C", "C", "O", "H", "H", "H", "H", "H", "H", "H", "H", "C", "C", "C", "O", "H", "H", "H", "H", "H", "H", "H", "H", "C", "C", "C", "O", "H", "H", "H", "H", "H", "H", "H", "H"],
  "xyz": [[2.81, 0.68, -0.54], [0.04, 0.17, -0.05], [-6.82, -0.59, -0.80], [-5.51, 0.22, -0.88], [-5.31, 1.31, 0.19], [-4.61, -0.78, -0.60], [-7.68, 0.01, -1.11], [-7.01, -0.89, 0.23], [-6.87, -1.50, -1.39], [-5.49, 0.42, -1.95], [-5.06, 1.09, 1.22], [-6.11, 2.05, 0.22], [-4.39, 1.82, -0.07], [-3.79, -0.32, -0.44], [-2.53, 1.48, 6.62], [-1.70, 1.07, 5.36], [-2.12, -0.39, 4.94], [-1.85, 1.88, 4.26], [-3.46, 1.97, 6.37], [-1.83, 2.10, 7.19], [-2.91, 0.73, 7.32], [-0.62, 1.02, 5.51], [-3.11, -0.50, 4.50], [-2.13, -1.09, 5.78], [-1.39, -0.84, 4.26], [-1.57, 1.30, 3.55], [3.47, 6.08, -0.09], [3.62, 5.03, 0.94], [3.19, 5.65, 2.23], [2.64, 4.03, 0.75], [2.47, 6.51, -0.16], [3.67, 5.65, -1.08], [4.19, 6.90, -0.01], [4.61, 4.60, 1.07], [4.00, 6.13, 2.78], [2.84, 4.93, 2.98], [2.45, 6.44, 2.20], [1.80, 4.41, 1.01], [-0.40, 3.57, -4.19], [-0.07, 2.18, -4.54], [0.17, 1.87, -5.99], [1.27, 1.85, -3.97], [0.48, 4.22, -4.17], [-0.87, 3.59, -3.21], [-1.08, 3.93, -4.96], [-0.83, 1.48, -4.20], [1.04, 2.40, -6.37], [-0.74, 2.13, -6.53], [0.36, 0.84, -6.27], [1.94, 2.33, -4.46], [0.80, -5.70, 2.73], [-0.37, -6.24, 1.91], [-1.52, -5.28, 1.73], [-0.07, -6.74, 0.65], [1.73, -6.22, 2.49], [0.61, -5.68, 3.80], [1.08, -4.71, 2.38], [-0.62, -7.13, 2.49], [-2.18, -5.49, 0.88], [-1.16, -4.30, 1.42], [-2.19, -5.05, 2.56], [0.64, -7.37, 0.79], [4.10, -4.38, -2.66], [4.52, -2.88, -2.77], [5.34, -2.54, -3.94], [3.37, -2.15, -2.52], [3.46, -4.57, -1.81], [4.87, -5.10, -2.38], [3.69, -4.75, -3.60], [5.16, -2.77, -1.89], [6.14, -3.28, -4.01], [5.82, -1.56, -3.87], [4.93, -2.61, -4.95], [2.65, -2.67, -2.88]]
}

***

Entry 3:
{
  "formula": "C2H4N2O",
  "method": "ωB97M-V/def2-TZVPD",
  "lumo_ev": 0.797,
  "e_homo_ev": -10.6,
  "homo_lumo_gap_ev": 11.427,
  "max_force_ev_per_a": 3.717,
  "total_energy_ha": -263.27924,
  "symbols": ["C", "C", "N", "N", "O", "H", "H", "H", "H"],
  "xyz": [[1.81, -1.30, 1.29], [-0.13, 0.47, -0.53], [1.42, -1.31, 0.23], [-0.91, -0.43, -0.75], [0.55, 1.41, -0.48], [2.17, -1.31, 2.21], [-1.73, 1.57, -0.99], [-2.08, 2.20, -0.68], [-1.09, -1.30, -0.31]]
}

***

Entry 4:
{
  "formula": "C32H22AuCl4N2O3PS",
  "method": "ωB97M-V/def2-TZVPD",
  "lumo_ev": -0.955,
  "e_homo_ev": -6.7,
  "homo_lumo_gap_ev": 5.723,
  "max_force_ev_per_a": 2.478,
  "total_energy_ha": -4283.89043,
  "symbols": ["Au", "Cl", "C", "C", "Cl", "C", "Cl", "C", "O", "C", "O", "C", "Cl", "O", "C", "C", "C", "C", "C", "C", "C", "P", "C", "C", "C", "C", "C", "C", "C", "C", "C", "C", "C", "C", "H", "H", "H", "H", "H", "H", "H", "H", "H", "H", "H", "H", "H", "H", "N", "C", "S", "N", "C", "C", "C", "C", "C", "C", "H", "H", "H", "H", "H", "H", "H", "H"],
  "xyz": [[-0.92, 1.36, -0.12], [-6.81, 4.74, 0.60], [-5.15, 4.28, 0.73], [-4.30, 4.97, 1.58], [-4.88, 6.30, 2.51], [-2.96, 4.58, 1.67], [-1.85, 5.42, 2.71], [-2.46, 3.50, 0.95], [-1.21, 3.07, 1.06], [-3.32, 2.84, 0.05], [-2.81, 1.87, -0.71], [-4.65, 3.22, -0.03], [-5.67, 2.35, -1.13], [-1.72, -0.34, -2.21], [-0.76, -0.20, -1.53], [0.52, -0.94, -1.54], [0.65, -2.07, -2.35], [1.82, -2.81, -2.31], [2.86, -2.44, -1.47], [2.73, -1.32, -0.66], [1.56, -0.56, -0.71], [1.27, 0.96, 0.23], [2.37, 2.22, -0.43], [2.67, 3.33, 0.35], [3.47, 4.34, -0.16], [3.94, 4.26, -1.47], [3.62, 3.17, -2.26], [2.83, 2.15, -1.75], [1.82, 0.64, 1.91], [0.88, 0.26, 2.87], [1.30, -0.14, 4.13], [2.65, -0.14, 4.44], [3.59, 0.27, 3.50], [3.18, 0.65, 2.23], [-0.17, -2.34, -3.00], [1.92, -3.68, -2.95], [3.77, -3.02, -1.44], [3.52, -1.02, 0.01], [2.28, 3.40, 1.36], [3.71, 5.20, 0.45], [4.56, 5.05, -1.86], [3.98, 3.11, -3.28], [2.57, 1.30, -2.37], [-0.18, 0.31, 2.63], [0.57, -0.44, 4.87], [2.98, -0.45, 5.43], [4.64, 0.29, 3.76], [3.91, 0.97, 1.50], [-0.67, -2.48, 1.21], [-1.84, -1.93, 0.83], [-2.46, -0.56, 1.57], [-2.53, -2.51, -0.18], [-2.22, -3.64, -0.96], [-2.66, -3.64, -2.29], [-2.38, -4.71, -3.11], [-1.67, -5.81, -2.63], [-1.27, -5.83, -1.30], [-1.56, -4.76, -0.46], [-0.13, -1.96, 1.89], [-0.16, -3.09, 0.59], [-3.29, -1.93, -0.51], [-3.20, -2.78, -2.66], [-2.73, -4.70, -4.14], [-1.45, -6.64, -3.28], [-0.75, -6.69, -0.91], [-1.31, -4.83, 0.59]]
}

***

Entry 5:
{
  "formula": "C6H12O",
  "method": "ωB97M-V/def2-TZVPD",
  "lumo_ev": 1.094,
  "e_homo_ev": -9.6,
  "smiles": "C=C[C@H](C)OCC",
  "homo_lumo_gap_ev": 10.681,
  "max_force_ev_per_a": 0.433,
  "total_energy_ha": -311.00419,
  "symbols": ["C", "C", "C", "C", "O", "C", "C", "H", "H", "H", "H", "H", "H", "H", "H", "H", "H", "H", "H"],
  "xyz": [[-0.54, -1.62, -1.55], [-0.26, -0.33, -1.42], [0.89, 0.26, -0.66], [1.67, -0.76, 0.17], [0.58, 1.47, 0.04], [-0.73, 1.58, 0.57], [-1.01, 0.66, 1.74], [-1.32, -1.95, -2.23], [-0.01, -2.41, -1.02], [-0.81, 0.39, -2.03], [1.58, 0.61, -1.45], [1.07, -1.30, 0.91], [2.09, -1.53, -0.47], [2.46, -0.23, 0.70], [-0.89, 2.61, 0.89], [-1.49, 1.37, -0.18], [-0.80, -0.39, 1.50], [-0.40, 1.00, 2.58], [-2.08, 0.75, 1.98]]
}

***

Entry 6:
{
  "formula": "C12H19Cl3O2Tc",
  "method": "ωB97M-V/def2-TZVPD",
  "lumo_ev": [5.588, 5.536],
  "charge": -2,
  "e_homo_ev": [2.5, 1.5],
  "homo_lumo_gap_ev": [3.121, 4.052],
  "max_force_ev_per_a": 3.098,
  "spin_multiplicity": 4,
  "total_energy_ha": -2080.45995,
  "s2": 3.773,
  "symbols": ["C", "C", "C", "C", "C", "C", "C", "C", "C", "C", "Tc", "Cl", "Cl", "Cl", "H", "H", "H", "H", "H", "H", "H", "H", "H", "H", "H", "H", "H", "H", "H", "O", "H", "C", "C", "O", "H", "H", "H"],
  "xyz": [[1.26, 0.13, -2.04], [0.18, 1.05, -2.35], [-1.06, 0.42, -2.11], [0.38, 2.41, -2.93], [-0.80, -0.92, -1.67], [0.63, -1.15, -1.73], [1.19, -2.52, -1.97], [2.68, 0.29, -2.42], [-2.40, 1.06, -2.29], [-1.81, -1.98, -1.40], [0.69, 0.04, -0.05], [0.21, 2.29, 0.36], [2.83, 0.85, 0.69], [-1.60, -0.12, 1.37], [1.34, 2.81, -2.61], [-0.41, 3.09, -2.60], [0.36, 2.40, -4.03], [-2.42, 2.00, -1.71], [-3.19, 0.42, -1.87], [-2.62, 1.29, -3.35], [-2.74, -1.55, -1.01], [-1.43, -2.70, -0.67], [-2.02, -2.50, -2.35], [0.79, -3.26, -1.26], [2.28, -2.50, -1.88], [0.95, -2.85, -2.99], [3.06, 1.24, -2.07], [2.71, 0.23, -3.50], [3.28, -0.49, -1.96], [1.22, -1.54, 1.00], [2.16, -1.26, 1.02], [0.12, -0.86, 3.42], [-0.74, -1.45, 2.35], [-1.05, -2.58, 2.13], [1.10, -0.48, 3.06], [0.33, -1.60, 4.21], [-0.47, 0.00, 3.81]]
}